2 unconnected molecules or ions with the total composition C6H10IO2, computed with wB97M-V/def2-TZVPD.

Total charge: -1
E (hartree): -682.78005
Spin multiplicity: 1
Kohn-Sham gap (eV): 5.304
LUMO level (eV): 3.228

Each line ends with the Löwdin charge.
CARTESIAN COORDINATES (ANGSTROEM)
H  -2.098  0.468  -1.007  0.001
C  -0.919  -0.355  1.232  -0.097
H  0.339  2.512  -0.028  0.064
H  -0.732  -1.474  1.077  0.102
C  -0.295  0.450  0.131  -0.793
H  1.812  0.071  0.659  0.007
I  2.027  0.509  -2.041  0.487
H  0.488  1.658  1.640  0.070
H  -1.970  -0.103  1.128  0.071
C  -1.125  0.427  -1.184  -0.131
H  -0.905  1.302  -1.892  0.069
C  -0.132  1.851  0.745  -0.115
H  -1.002  -0.392  -1.858  0.050
H  -0.597  -0.103  2.180  0.038
C  1.044  -0.164  -0.179  -0.632
O  1.896  -3.216  0.594  0.145
C  1.704  -2.952  -0.516  -0.530
O  1.567  -2.876  -1.651  0.118
H  -1.102  2.385  0.971  0.076